Entry 1:
The following is a DFT calculation (ωB97M-V/def2-TZVPD) of an isolated molecule of C22H31N3O5S at a distorted geometry.

**Lowest unoccupied orbital energy**: 0.019 hartree
**SMILES**: COc1ccc(S(=O)(=O)N(CC(=O)NCCCN(C)C)c2ccc(C)cc2)cc1OC
**HOMO level**: -7.941 eV
**Energy above the lowest of the compared OMol25 structures with the same formula, charge and spin**: 2.797 eV
**E_tot**: -48859.163 eV

Structure (XYZ):
```
62
Properties=species:S:1:pos:R:3:lowdin_charge:R:1
S -0.127 -0.397 0.415 0.699
O -4.730 -1.789 -1.451 -0.053
O -5.933 -1.334 0.787 -0.053
O 0.516 -1.401 1.211 -0.267
O 0.244 -0.332 -0.974 -0.271
O 3.540 1.464 2.461 0.061
N 0.190 1.084 1.155 -0.167
N 2.836 0.728 0.440 0.086
N 3.584 -3.296 -0.879 -0.283
C 1.191 1.070 2.194 -0.099
C -1.362 3.470 -1.181 -0.029
C 4.449 -1.063 -0.046 -0.155
C -3.879 -0.610 1.868 0.008
C -0.549 4.589 -1.061 -0.284
C -0.810 5.829 -1.861 -0.053
C 4.878 -3.910 -1.078 -0.116
C -1.114 2.322 -0.453 -0.014
C 0.531 4.517 -0.190 -0.033
C -2.585 -1.099 -0.544 0.006
C 2.650 1.110 1.714 -0.499
C -1.889 -0.623 0.559 -0.301
C 2.957 -3.750 0.345 -0.102
C -6.659 -1.129 1.976 -0.072
C -4.605 -1.081 0.784 -0.189
C 4.151 0.437 -0.089 -0.163
C 3.581 -1.857 -1.041 -0.211
C -3.946 -1.331 -0.449 -0.186
C -4.127 -2.070 -2.694 -0.066
C -0.027 2.254 0.413 -0.247
C -2.512 -0.383 1.759 -0.051
C 0.798 3.371 0.535 -0.003
H 2.539 -1.539 -0.958 0.092
H -1.853 5.882 -2.164 0.074
H 4.743 -4.989 -1.152 0.081
H 1.073 0.125 2.731 0.126
H 1.017 1.892 2.894 0.142
H 3.916 -1.640 -2.060 0.122
H -2.210 3.496 -1.849 0.113
H -2.030 -1.264 -1.452 0.113
H 3.603 -3.640 1.230 0.083
H -3.682 -1.174 -3.137 0.100
H -4.933 -2.428 -3.332 0.097
H 5.590 -3.710 -0.263 0.082
H -7.686 -1.405 1.741 0.097
H 1.655 3.353 1.188 0.110
H 2.712 -4.808 0.237 0.083
H 4.207 0.810 -1.115 0.125
H 2.039 -3.190 0.515 0.063
H -1.943 -0.019 2.599 0.120
H -3.363 -2.847 -2.602 0.101
H -0.195 5.830 -2.761 0.084
H 4.867 0.978 0.535 0.120
H 5.506 -1.219 -0.270 0.109
H -1.767 1.471 -0.557 0.092
H -0.563 6.719 -1.286 0.077
H -6.629 -0.081 2.290 0.099
H 4.256 -1.417 0.968 0.114
H 5.306 -3.550 -2.013 0.083
H -6.290 -1.764 2.787 0.099
H -4.366 -0.417 2.809 0.109
H 2.056 0.386 -0.100 0.083
H 1.183 5.371 -0.078 0.116
```

***

Entry 2:
The following is a DFT calculation (ωB97M-V/def2-TZVPD) of an isolated molecule of C22H31N3O5S.

**Lowest unoccupied orbital energy**: 0.019 hartree
**SMILES**: COc1ccc(NS(=O)(=O)c2c(C(=O)N3CCCCCC3)c(C)n(C)c2C)cc1OC
**HOMO level**: -7.717 eV
**Energy above the lowest of the compared OMol25 structures with the same formula, charge and spin**: 2.151 eV
**E_tot**: -48859.810 eV

Structure (XYZ):
```
62
Properties=species:S:1:pos:R:3:lowdin_charge:R:1
S 0.591 -1.042 -1.703 0.672
O -5.544 0.789 -0.246 -0.079
O -3.114 2.304 -0.059 -0.100
O 1.370 -2.163 -2.160 -0.293
O 1.123 0.268 -1.924 -0.258
O 0.737 2.024 1.150 0.041
N -0.830 -1.936 1.834 -0.042
N 2.564 0.800 0.624 -0.030
N -0.873 -1.190 -2.508 -0.046
C -4.378 -0.803 -1.468 -0.002
C -5.814 2.151 0.007 -0.080
C 0.177 -1.231 -0.002 -0.203
C -2.042 -0.666 -1.954 -0.312
C -1.953 3.110 -0.124 -0.051
C 5.059 -0.105 -1.190 -0.195
C -1.994 0.560 -1.300 0.046
C 5.103 1.407 -1.384 -0.211
C 3.761 2.084 -1.127 -0.163
C 3.322 2.001 0.336 -0.131
C -0.227 -0.161 3.515 -0.003
C -0.189 -0.769 2.159 -0.198
C -1.143 -3.444 -0.142 0.000
C 1.260 0.938 0.924 -0.418
C 0.466 -0.313 1.039 -0.085
C -3.246 -1.351 -2.040 -0.049
C -1.626 -2.742 2.719 0.000
C 3.157 -0.517 0.462 -0.143
C -3.126 1.113 -0.715 -0.180
C -0.614 -2.226 0.520 -0.237
C -4.348 0.412 -0.798 -0.204
C 4.665 -0.530 0.225 -0.167
H -1.109 2.660 0.404 0.065
H -1.253 0.034 3.826 0.087
H 2.984 1.629 -1.743 0.098
H -1.786 -2.211 3.653 0.087
H 3.842 3.137 -1.404 0.112
H 2.936 -1.092 1.371 0.134
H -2.594 -2.954 2.262 0.102
H 0.247 -0.804 4.257 0.087
H 4.185 2.067 1.005 0.124
H -5.325 -1.316 -1.526 0.120
H -0.586 -3.616 -1.059 0.076
H -1.672 3.314 -1.161 0.103
H -5.591 2.771 -0.864 0.099
H -1.027 -4.314 0.503 0.087
H 4.985 -1.564 0.374 0.114
H -2.229 4.043 0.366 0.097
H 5.183 0.079 0.966 0.112
H -6.883 2.194 0.218 0.091
H -1.125 -3.689 2.935 0.101
H 0.300 0.787 3.481 0.083
H -2.202 -3.334 -0.381 0.082
H -0.973 -2.090 -2.948 0.114
H -5.256 2.525 0.867 0.088
H -3.301 -2.294 -2.564 0.111
H 2.646 2.828 0.567 0.118
H -1.048 1.071 -1.252 0.101
H 2.689 -1.035 -0.382 0.085
H 5.415 1.617 -2.409 0.107
H 4.349 -0.539 -1.896 0.116
H 6.048 -0.511 -1.417 0.108
H 5.857 1.837 -0.717 0.110
```

***

Entry 3:
The following is a DFT calculation (ωB97M-V/def2-TZVPD) of an isolated molecule of C22H31N3OS.

**Lowest unoccupied orbital energy**: 0.020 hartree
**SMILES**: OCC[C@H]1CN(Cc2nc3c(s2)CCCC3)CCN1CCc1ccccc1
**HOMO level**: -7.979 eV
**Energy above the lowest of the compared OMol25 structures with the same formula, charge and spin**: 0.261 eV
**E_tot**: -40670.504 eV

Structure (XYZ):
```
58
Properties=species:S:1:pos:R:3:lowdin_charge:R:1
S 1.175 -2.687 0.390 1.088
O -4.893 -0.601 0.945 -0.072
N 1.773 -0.999 -1.445 0.109
N -1.502 -1.859 -1.928 -0.164
N -2.382 0.237 -0.137 -0.141
C -0.289 4.978 -0.414 -0.084
C 4.284 -0.390 1.825 -0.193
C -1.201 1.836 1.484 -0.113
C -1.553 0.543 -1.294 -0.147
C 2.533 -1.635 0.627 -0.475
C -0.981 4.060 0.355 -0.049
C 4.904 -0.180 0.444 -0.189
C -4.214 -1.686 1.521 -0.268
C -2.708 -1.460 1.698 -0.122
C 1.548 3.453 -0.572 -0.080
C -2.495 1.352 0.786 -0.173
C 3.406 -1.643 1.832 -0.202
C -2.169 -2.122 -0.674 -0.136
C 0.853 2.537 0.197 -0.053
C -0.167 -2.382 -2.097 -0.182
C 0.917 -1.913 -1.175 -0.549
C -1.772 -0.512 -2.380 -0.148
C -1.962 -1.050 0.420 -0.309
C -0.424 2.823 0.662 -0.246
C 0.977 4.674 -0.884 -0.094
C 2.693 -0.828 -0.459 -0.342
C 3.819 0.145 -0.584 -0.130
H -0.737 5.933 -0.644 0.101
H -4.383 -2.598 0.928 0.108
H -0.885 -1.019 0.671 0.100
H -2.823 -0.484 -2.690 0.124
H 3.445 1.159 -0.422 0.091
H 1.303 1.584 0.439 0.094
H -4.673 -1.842 2.503 0.118
H -0.574 0.977 1.732 0.110
H 4.214 0.102 -1.600 0.121
H -1.843 -3.092 -0.294 0.125
H -1.145 -0.289 -3.244 0.124
H -0.240 -3.473 -2.001 0.118
H 5.067 -0.490 2.579 0.110
H -1.839 1.525 -1.677 0.132
H -3.230 1.083 1.546 0.106
H -4.384 -0.315 0.170 0.064
H 0.150 -2.144 -3.116 0.126
H 2.801 -1.685 2.741 0.112
H 4.035 -2.540 1.818 0.119
H -2.542 -0.709 2.472 0.109
H 3.679 0.482 2.082 0.117
H -1.965 4.308 0.728 0.114
H -0.484 0.574 -1.037 0.107
H 5.430 -1.089 0.146 0.120
H 2.538 3.216 -0.935 0.093
H -3.238 -2.178 -0.905 0.126
H -1.493 2.317 2.421 0.122
H -2.917 2.182 0.212 0.121
H -2.267 -2.395 2.053 0.120
H 5.630 0.634 0.479 0.110
H 1.519 5.388 -1.487 0.099
```

***

Entry 4:
The following is a DFT calculation (ωB97M-V/def2-TZVPD) of an isolated molecule of C22H31N5O3 at a distorted geometry.

**Lowest unoccupied orbital energy**: 0.025 hartree
**SMILES**: CCCCn1cnc2c1c(=O)n(CC(=O)c1cc(C)n(C)c1C)c(=O)n2CC(C)C
**HOMO level**: -8.086 eV
**Energy above the lowest of the compared OMol25 structures with the same formula, charge and spin**: 0.468 eV
**E_tot**: -36912.655 eV

Structure (XYZ):
```
61
Properties=species:S:1:pos:R:3:lowdin_charge:R:1
O 0.514 2.294 -1.523 0.096
O 0.977 0.205 0.833 0.097
O -1.121 -1.950 -1.386 0.073
N 5.266 -0.688 -0.325 -0.068
N -3.843 -0.652 -0.706 -0.017
N -0.339 0.196 -1.427 0.076
N -1.675 2.086 -0.971 0.066
N -3.991 1.556 -0.458 0.156
C 1.669 -0.111 -0.114 -0.313
C -1.879 3.782 0.813 -0.407
C -3.754 -2.704 0.628 -0.191
C -0.566 3.392 1.485 -0.057
C 6.298 0.033 1.855 -0.037
C -1.830 3.501 -0.694 -0.112
C -4.144 -4.178 0.669 -0.270
C 1.024 -0.294 -1.493 -0.050
C -3.696 -4.836 1.968 -0.114
C 4.044 -0.774 -0.915 -0.204
C -1.341 -0.758 -1.258 -0.352
C 3.817 0.063 1.169 0.028
C 5.138 -0.180 0.948 -0.278
C 6.509 -1.068 -0.939 -0.016
C 3.888 -1.331 -2.286 -0.011
C -4.623 0.403 -0.416 -0.120
C -0.440 1.579 -1.302 -0.432
C -2.182 5.262 1.036 -0.077
C -2.590 -0.137 -0.949 -0.056
C -2.718 1.236 -0.785 -0.213
C -4.189 -2.048 -0.685 -0.135
C 3.101 -0.299 -0.008 -0.108
H -5.228 -4.273 0.566 0.108
H 6.596 -0.622 -1.931 0.099
H -2.616 -4.764 2.075 0.074
H -5.271 -2.136 -0.818 0.131
H -0.351 2.333 1.358 0.061
H -4.214 -2.175 1.467 0.121
H -2.241 5.478 2.100 0.076
H 6.837 -0.897 2.038 0.081
H -0.612 3.602 2.552 0.079
H -2.671 -2.613 0.718 0.114
H 7.336 -0.716 -0.329 0.082
H -4.158 -4.349 2.823 0.071
H 1.579 0.261 -2.250 0.133
H -0.977 4.010 -1.148 0.131
H -2.761 3.829 -1.163 0.128
H -5.666 0.311 -0.183 0.132
H 3.829 -0.532 -3.027 0.094
H -3.974 -5.887 1.980 0.068
H 5.933 0.410 2.805 0.082
H 2.981 -1.923 -2.356 0.076
H -3.129 5.534 0.577 0.075
H -1.397 5.878 0.604 0.081
H 0.259 3.955 1.056 0.087
H -3.681 -4.692 -0.176 0.112
H -3.679 -2.540 -1.517 0.132
H 6.997 0.763 1.444 0.080
H 0.969 -1.355 -1.744 0.125
H 3.369 0.467 2.053 0.117
H 6.585 -2.155 -1.032 0.101
H 4.729 -1.970 -2.542 0.071
H -2.695 3.187 1.236 0.125
```

***

Entry 5:
The following is a DFT calculation (ωB97M-V/def2-TZVPD) of a structure of composition C22H31N5O4Tc at a distorted geometry.

**Lowest unoccupied orbital energy (spin up / spin down)**: -0.160 / -0.160 hartree
**HOMO level (spin up / spin down)**: -11.062 / -11.062 eV
**E_tot**: -41150.082 eV
**Charge**: +1

Structure (XYZ):
```
63
Properties=species:S:1:pos:R:3:lowdin_charge:R:1
Tc -0.638 -0.723 0.000 1.622
O -4.513 -2.293 -0.344 0.108
O -0.266 -1.964 -1.487 -0.236
O -0.434 -4.147 -2.045 0.125
O 1.287 0.006 -0.232 -0.163
N -2.928 0.895 0.175 0.035
N 3.291 0.180 0.784 -0.113
N -0.726 -0.107 1.874 -0.153
N 3.052 -1.142 -1.112 -0.104
N -2.278 -1.848 -0.049 -0.104
C -3.598 -1.516 -0.219 -0.492
C -0.534 -1.068 2.883 -0.355
C -2.547 2.521 -2.116 -0.033
C -0.181 -2.492 2.571 -0.035
C -3.981 -0.054 -0.300 -0.017
C -0.708 -0.481 4.091 -0.033
C -1.018 2.456 1.804 -0.036
C -1.639 0.754 -0.577 -0.233
C 2.641 0.876 1.900 -0.007
C -0.029 2.842 -3.234 -0.046
C -0.809 -3.201 -1.420 -0.556
C -1.945 -3.243 -0.400 -0.090
C -1.480 1.746 -1.641 -0.219
C -0.975 0.909 3.857 -0.031
C 4.700 0.518 0.565 -0.029
C 2.346 -1.456 -2.356 -0.017
C 4.152 -2.061 -0.803 -0.021
C -0.970 1.128 2.514 -0.361
C -1.098 3.600 -3.698 -0.049
C -0.219 1.920 -2.221 -0.022
C -2.358 3.436 -3.137 -0.054
C 2.521 -0.324 -0.195 -0.445
H 4.838 1.580 0.771 0.099
H 3.785 -3.084 -0.897 0.103
H -3.559 2.404 -1.735 0.108
H 0.955 2.969 -3.668 0.115
H 4.979 -1.925 -1.502 0.102
H 0.299 -2.611 1.588 0.058
H -3.277 1.850 0.119 0.142
H 1.797 0.310 2.283 0.074
H 4.983 0.336 -0.468 0.092
H -1.051 -3.150 2.591 0.081
H -1.107 1.673 4.613 0.116
H -3.196 4.018 -3.498 0.116
H 2.292 1.867 1.600 0.102
H -2.796 -3.776 -0.803 0.130
H -2.699 0.707 1.162 0.136
H -0.951 4.317 -4.497 0.116
H -1.570 -3.803 0.454 0.114
H 5.358 -0.049 1.222 0.098
H 4.512 -1.921 0.210 0.083
H -2.033 2.849 1.667 0.077
H 1.546 -0.751 -2.534 0.071
H 1.914 -2.454 -2.314 0.087
H -4.189 0.174 -1.341 0.143
H -0.631 -0.971 5.053 0.115
H -0.490 3.203 2.396 0.093
H -0.529 2.417 0.830 0.065
H 0.536 -2.865 3.301 0.091
H 0.612 1.342 -1.840 0.086
H -4.881 0.099 0.284 0.147
H 3.373 0.984 2.698 0.101
H 3.060 -1.406 -3.179 0.103
```

***

Entry 6:
The following is a DFT calculation (ωB97M-V/def2-TZVPD) of a cluster of 6 separate species, C22H31N5OS in total at a distorted geometry.

**Lowest unoccupied orbital energy**: 0.013 hartree
**HOMO level**: -7.936 eV
**Energy above the lowest of the compared OMol25 structures with the same formula, charge and spin**: 1.635 eV
**E_tot**: -43645.708 eV

Structure (XYZ):
```
60
Properties=species:S:1:pos:R:3:lowdin_charge:R:1
S 0.001 -12.219 22.663 0.851
O 1.494 -12.544 22.618 -0.580
N 7.746 -15.269 9.995 0.010
N 2.656 -11.422 7.509 0.010
N -4.334 -11.600 9.903 0.029
N 8.528 -10.641 18.868 0.002
N 1.241 -11.219 13.607 -0.012
C 0.241 -10.689 14.422 -0.108
C -0.622 -13.765 21.928 -0.286
C 7.481 -10.397 17.998 -0.150
C 8.149 -16.661 11.685 -0.126
C 9.520 -11.328 18.144 -0.122
C 0.502 -11.165 15.749 -0.110
C -0.564 -12.702 24.331 -0.286
C 2.152 -11.890 14.364 -0.143
C -4.299 -12.819 10.597 -0.147
C -4.855 -11.964 8.688 -0.159
C 6.811 -16.239 11.815 -0.114
C 1.528 -10.820 7.986 -0.154
C 3.732 -10.644 7.975 -0.131
C -5.001 -13.790 9.958 -0.125
C 9.108 -11.437 16.786 -0.100
C 7.839 -10.790 16.722 -0.131
C -5.269 -13.260 8.726 -0.147
C 1.873 -9.698 8.714 -0.135
C 8.717 -15.969 10.645 -0.160
C 1.689 -11.871 15.678 -0.141
C 6.569 -15.467 10.717 -0.145
C 3.261 -9.556 8.688 -0.118
H -4.049 -10.692 10.240 0.145
H 2.737 -12.264 6.958 0.145
H 10.411 -11.692 18.633 0.091
H -0.185 -12.004 25.078 0.046
H -0.326 -13.736 24.580 0.054
H -1.671 -14.002 22.104 0.047
H -0.517 -10.042 14.005 0.091
H 5.638 -15.062 10.349 0.098
H -1.642 -12.651 24.486 0.049
H 9.707 -16.064 10.223 0.104
H 8.607 -10.437 19.854 0.141
H 6.578 -9.888 18.300 0.101
H 7.232 -10.672 15.837 0.087
H 0.609 -11.333 7.740 0.104
H 9.598 -11.803 15.896 0.083
H 8.688 -17.243 12.417 0.091
H -3.792 -12.784 11.550 0.101
H 2.961 -12.443 13.910 0.106
H 3.771 -8.722 9.148 0.095
H -0.137 -14.650 22.339 0.060
H 2.220 -12.446 16.422 0.090
H -4.870 -11.245 7.882 0.103
H 7.920 -14.701 9.178 0.145
H -0.124 -10.901 16.588 0.085
H 1.396 -11.113 12.614 0.141
H 6.200 -16.541 12.653 0.096
H -5.186 -14.774 10.364 0.102
H 4.727 -10.985 7.731 0.095
H -0.616 -13.686 20.841 0.046
H 1.229 -8.999 9.227 0.089
H -5.812 -13.793 7.960 0.098
```

***

- The lowest E_tot belongs to which entry?
  number 2

***

- E_tot of number 4 (C22H31N5O3)?
  -36912.655 eV

***

- Among the records above, which one has the lowest E_tot?
  number 2